{
  "formula": "C3H5N5",
  "method": "the ωB97M-V functional and the def2-TZVPD basis",
  "elements": ["C", "C", "C", "H", "H", "H", "H", "H", "N", "N", "N", "N", "N"],
  "positions_angstrom": [[-0.073, 1.570, -0.551], [-0.439, -1.748, 0.555], [-1.650, -1.034, 0.929], [3.172, 1.126, -0.577], [1.718, -0.171, -0.993], [-1.083, 2.119, -0.099], [-0.345, -2.663, 0.829], [-2.631, -1.343, 1.274], [1.994, 0.811, -0.639], [1.043, 1.854, -1.042], [-0.416, 0.201, -0.113], [0.298, -0.966, -0.123], [-1.586, 0.243, 0.550]],
  "forces_ev_per_angstrom": [[-2.7, -1.3, 1.3], [-5.0, 4.7, 0.4], [-0.7, 0.5, 0.1], [-5.1, -1.0, -1.2], [1.3, 2.3, 0.6], [3.0, -0.4, -2.4], [1.5, -5.9, 1.1], [0.5, -0.5, 0.6], [3.3, 0.3, -0.9], [1.8, -0.2, 1.7], [0.8, 3.0, -0.2], [-0.2, 2.3, -0.6], [1.5, -3.7, -0.5]],
  "mulliken_charge": [0.249, -0.446, -0.210, 0.247, 0.312, 0.328, 0.541, 0.387, -0.422, -0.386, 0.905, -0.698, -0.806],
  "largest_force_ev_per_a": 6.8,
  "de_lowest_ev": 5.6841,
  "e_homo_ev": -8.67,
  "orbital_gap_ev": 9.35
}

{
  "formula": "C22H21N3O7S",
  "method": "the ωB97M-V functional and the def2-TZVPD basis",
  "elements": ["O", "C", "N", "C", "C", "C", "C", "C", "C", "H", "H", "S", "O", "O", "N", "C", "H", "H", "C", "H", "H", "C", "H", "H", "C", "H", "H", "H", "H", "H", "C", "H", "H", "O", "C", "O", "C", "N", "C", "O", "C", "C", "C", "C", "C", "C", "C", "O", "H", "H", "H", "H", "H", "H"],
  "positions_angstrom": [[3.853, 2.348, 1.450], [3.015, 1.940, 2.014], [1.644, 1.858, 1.654], [1.123, 2.265, 0.598], [-0.078, 2.207, 0.564], [-0.954, 2.581, -0.433], [-0.295, 3.089, -1.423], [1.181, 3.006, -1.659], [1.855, 2.609, -0.488], [2.899, 2.822, -0.439], [1.484, 3.320, -2.487], [-1.127, 3.322, -3.137], [-0.072, 4.381, -3.911], [-2.523, 3.994, -2.769], [-1.351, 2.063, -4.069], [-0.354, 1.336, -4.199], [-0.371, 1.044, -5.269], [0.570, 1.988, -4.241], [-0.301, 0.160, -3.438], [0.312, 0.443, -2.404], [0.162, -0.815, -3.743], [-1.859, 0.010, -2.636], [-1.858, 0.179, -1.702], [-2.297, -0.885, -2.878], [-2.401, 1.002, -3.700], [-3.047, 0.848, -4.423], [-3.018, 1.895, -2.798], [-2.155, 2.437, -0.686], [-0.884, 1.793, 1.592], [1.056, 1.484, 2.538], [3.277, 1.150, 3.438], [2.789, 1.651, 4.231], [4.323, 1.391, 3.729], [3.226, -0.126, 3.596], [1.945, -0.628, 3.773], [0.741, -0.055, 3.789], [2.006, -2.228, 3.593], [0.641, -2.531, 2.970], [0.554, -2.067, 1.607], [1.073, -1.213, 1.245], [-0.630, -2.614, 1.098], [-1.396, -2.687, 0.031], [-2.243, -3.531, -0.325], [-2.579, -4.390, 0.604], [-1.976, -4.731, 1.728], [-0.923, -3.607, 1.877], [-0.026, -3.504, 3.156], [0.005, -4.070, 4.162], [-2.298, -5.416, 2.326], [-3.552, -5.213, 0.365], [-2.798, -3.460, -1.433], [-0.877, -1.943, -0.955], [2.868, -2.487, 3.167], [1.641, -2.418, 4.751]],
  "forces_ev_per_angstrom": [[10.1, 5.4, -6.8], [-10.4, -7.2, 7.7], [5.1, -3.5, 11.6], [7.2, 1.4, -3.4], [-18.7, -2.1, 3.7], [-4.1, -1.0, 0.0], [3.9, 0.2, -8.0], [-5.4, -2.5, 10.3], [0.9, 2.6, -5.1], [0.5, -0.6, 0.0], [3.2, 2.6, -6.8], [-0.9, 11.0, 1.9], [-4.0, -5.1, 2.8], [4.6, -3.1, -1.5], [-10.2, 2.8, 1.9], [11.5, -3.3, -7.6], [0.4, -0.4, -0.2], [-0.3, -1.0, 0.5], [1.3, -3.8, 9.0], [-0.9, -0.9, -2.4], [-0.7, 1.2, -0.3], [3.2, 0.6, -11.6], [0.1, 2.0, 6.5], [-0.8, -2.5, -0.3], [-0.9, 7.0, 10.0], [-2.7, -1.3, -3.6], [0.5, -2.6, -3.1], [3.2, 0.4, 1.7], [3.2, 1.1, -2.7], [1.3, 1.0, -3.0], [3.0, 7.4, -0.4], [-1.4, 0.8, 0.7], [-0.3, 0.3, -0.9], [-4.3, -6.3, 0.4], [-4.4, -0.5, -2.4], [7.5, -1.7, 0.6], [-8.3, 4.4, 6.1], [11.1, 9.7, -4.2], [-8.4, -9.1, 7.0], [10.7, 14.3, -6.9], [-1.2, -2.6, 0.6], [6.9, 9.8, -8.1], [-5.8, -0.9, -7.1], [-7.4, -8.5, 0.0], [5.4, 9.0, -2.6], [-2.3, -7.7, 7.0], [-6.5, -5.9, -2.1], [-1.0, -5.0, 5.3], [-1.2, -3.9, 3.9], [2.7, 2.5, 0.3], [1.6, -0.4, 3.3], [-1.9, -1.8, 2.8], [3.1, -1.8, -1.6], [2.1, -0.7, -2.6]],
  "mulliken_charge": [-0.379, 0.438, -0.102, 1.464, 0.403, -1.287, 0.093, -1.606, -0.747, 0.568, 1.212, 0.786, -0.695, -0.674, 0.294, -1.471, 0.353, 0.577, 0.212, -0.163, 0.536, -0.953, 0.607, 0.398, -0.966, 0.641, 0.272, 0.392, -0.033, 0.211, -0.924, 0.498, 0.383, -0.340, 0.706, -0.654, -1.007, 0.185, 0.006, -0.316, 0.380, 0.839, -0.383, -0.220, -1.342, 0.331, 0.637, -0.691, 0.622, 0.113, 0.196, -0.249, 0.513, 0.336],
  "largest_force_ev_per_a": 19.2,
  "de_lowest_ev": 24.8420,
  "e_homo_ev": -8.88,
  "orbital_gap_ev": 8.74
}

{
  "formula": "C4H4I2O",
  "method": "the ωB97M-V functional and the def2-TZVPD basis",
  "elements": ["C", "C", "C", "C", "O", "I", "I", "H", "H", "H", "H"],
  "positions_angstrom": [[0.784, -1.106, 1.317], [0.413, 0.007, 0.691], [0.005, 0.851, -1.741], [-0.754, 0.166, -0.146], [-0.013, 1.986, -2.013], [-1.829, -1.559, -0.603], [-2.021, 1.911, 0.294], [1.695, -1.141, 2.087], [0.279, -2.022, 1.494], [0.833, 0.926, 0.896], [0.609, -0.019, -2.277]],
  "forces_ev_per_angstrom": [[2.8, 0.5, 2.9], [-1.1, -2.0, 1.0], [0.4, -3.1, 1.7], [0.0, 2.3, -3.6], [-0.1, 0.2, -0.3], [-0.2, -0.2, -0.2], [0.3, -0.8, 0.4], [-1.7, 0.7, -2.0], [-0.9, -0.6, -1.0], [1.6, 1.7, 0.3], [-1.1, 1.4, 0.7]],
  "mulliken_charge": [-0.781, -0.174, 0.184, -0.390, -0.324, 0.185, 0.140, 0.190, 0.233, 0.441, 0.297],
  "largest_force_ev_per_a": 4.2,
  "de_lowest_ev": 1.4131,
  "e_homo_ev": -9.13,
  "orbital_gap_ev": 8.78
}

{
  "formula": "CH8NO",
  "method": "the ωB97M-V functional and the def2-TZVPD basis",
  "elements": ["N", "H", "H", "H", "H", "C", "O", "H", "H", "H", "H"],
  "positions_angstrom": [[-1.672, 0.908, 0.653], [-1.547, 1.446, 1.513], [-1.406, -0.079, 0.746], [-0.964, 1.245, -0.011], [-2.587, 1.095, 0.245], [1.427, -0.795, -0.912], [0.659, -0.495, 0.270], [2.456, -0.477, -0.782], [1.032, -0.191, -1.720], [1.461, -1.871, -1.052], [1.140, -0.787, 1.049]],
  "forces_ev_per_angstrom": [[0.7, 0.6, -0.7], [-0.1, -0.3, 0.1], [-0.3, -0.1, 0.2], [0.0, 0.1, 0.1], [-0.2, -0.4, 0.2], [0.6, 0.1, 0.7], [-0.4, 0.3, 0.1], [0.2, 0.2, 0.1], [-0.3, -0.4, -0.2], [-0.4, 0.0, -0.6], [0.1, -0.1, -0.1]],
  "mulliken_charge": [-0.495, 0.358, 0.388, 0.354, 0.374, -0.513, -0.520, 0.278, 0.228, 0.258, 0.290],
  "charge": 1,
  "largest_force_ev_per_a": 1.2,
  "de_lowest_ev": 0.6979,
  "e_homo_ev": -14.96,
  "orbital_gap_ev": 10.92
}